(1)
Molecular formula: C24H71AsF6O11
Method: DFT, wB97M-V/def2-TZVPD

Frontier orbital gap in eV: 8.8
Highest occupied orbital energy in eV: -9.1967
Energy above the lowest of the compared OMol25 structures with the same formula, charge and spin in eV: 0.318
LUMO energy in eV: -0.4

CARTESIAN COORDINATES (ANGSTROEM)
O 1.44692 -3.00244 -2.04632
H 1.63548 -3.70971 -2.68904
H 0.89866 -3.41568 -1.30996
H 0.93159 -2.29665 -2.53676
As -0.17480 0.51780 -0.03334
F 0.53989 -0.72004 -1.05044
F -0.62916 1.45876 -1.45490
F -0.78749 1.76402 1.04111
F 0.29345 -0.43934 1.36018
F 1.33468 1.40301 -0.00163
F -1.68589 -0.33439 -0.03584
C 1.50228 -3.42501 1.56869
C 1.50519 -4.72894 0.78351
C 1.29933 -5.96192 1.63822
O 0.43774 -4.62807 -0.19968
H 0.57976 -3.31509 2.14712
H 1.59471 -2.52185 0.96737
H 2.29315 -3.43942 2.32436
H 2.43554 -4.86819 0.22994
H 0.39411 -5.92315 2.24314
H 2.20002 -6.06915 2.24898
H 1.28685 -6.88064 1.04877
H -0.42144 -4.79861 0.23968
C -2.61860 -2.92151 1.70529
C -2.39086 -4.36300 2.14480
C -3.66508 -4.90890 2.79443
O -2.04737 -5.17166 1.01248
H -1.68974 -2.54480 1.27630
H -2.99391 -2.29207 2.50777
H -3.39661 -2.89740 0.93649
H -1.58421 -4.35272 2.88677
H -4.12450 -4.14289 3.41664
H -3.48317 -5.79902 3.40481
H -4.39333 -5.24337 2.05253
H -2.08129 -6.08634 1.31695
C -1.45049 4.43246 2.73458
C -0.41145 4.99980 1.77398
C 1.01066 4.61185 2.18145
O -0.67411 4.46764 0.47290
H -2.46369 4.72429 2.47121
H -1.25675 4.82017 3.74352
H -1.30255 3.35952 2.83687
H -0.46960 6.08607 1.71666
H 1.12735 3.53084 2.28399
H 1.33166 5.08766 3.11318
H 1.75938 4.93778 1.45612
H -0.60783 3.49809 0.49220
C 2.89743 2.43105 -3.08861
C 3.23433 3.56267 -2.12801
C 2.11116 4.57438 -1.98440
O 3.48628 2.95320 -0.84519
H 2.11997 1.78145 -2.68482
H 3.78996 1.82436 -3.25718
H 2.56057 2.80744 -4.05981
H 4.15876 4.07017 -2.41083
H 1.14593 4.09383 -1.80010
H 1.97498 5.25783 -2.82370
H 2.27316 5.18657 -1.09337
H 2.62812 2.56008 -0.61001
C 5.78785 -1.22210 1.02489
C 4.57264 -1.81703 0.31020
C 4.08398 -0.93258 -0.82696
O 4.96344 -3.10317 -0.22875
H 5.44684 -0.50053 1.77120
H 6.49469 -0.81809 0.30296
H 6.31270 -1.96466 1.63341
H 3.72688 -1.86278 1.00431
H 3.07573 -1.22606 -1.11121
H 4.70278 -1.03547 -1.72164
H 4.15328 0.09524 -0.47063
H 5.17566 -3.61220 0.56277
C -4.12685 1.62430 1.20914
C -4.16200 0.50276 2.21998
C -2.85855 0.38989 3.02853
O -5.23554 0.89040 3.11699
H -3.52363 1.38901 0.32951
H -3.70854 2.54446 1.62510
H -5.09816 1.96713 0.84873
H -4.43483 -0.47926 1.81667
H -2.94241 -0.33812 3.84071
H -2.68213 1.34909 3.51273
H -2.08323 0.05977 2.33975
H -5.43732 0.10051 3.63241
C -1.64268 5.22728 -4.15895
C -1.65207 3.94038 -3.35694
C -2.98651 3.20576 -3.48774
O -0.64546 3.02436 -3.84240
H -2.23152 5.97720 -3.63240
H -2.05437 5.08411 -5.16173
H -0.65050 5.63717 -4.35522
H -1.46998 4.10459 -2.29039
H -3.78564 3.92302 -3.26778
H -2.99168 2.37845 -2.77972
H -3.14441 2.88382 -4.51653
H -0.71703 2.22717 -3.30839
C -2.16153 -2.79532 -1.86313
O -1.24289 -2.84103 -2.96046
H -2.59912 -1.79765 -1.81621
H -2.92664 -3.56622 -1.96999
H -1.60216 -2.97203 -0.95051
H -1.70346 -2.64336 -3.77869
C 0.68087 -0.28670 -4.55940
O 1.33996 -1.50287 -4.18726
H 0.15631 -0.51199 -5.48885
H -0.07663 -0.02041 -3.82265
H 1.31627 0.59303 -4.63427
H 1.77776 -1.92656 -4.92649
C 0.88809 0.41326 4.41346
O 1.23050 -0.82546 3.83266
H -0.16117 0.42494 4.73329
H 1.46323 0.61912 5.31650
H 1.04759 1.23488 3.70957
H 0.92649 -0.81026 2.91076

=====

(2)
Molecular formula: C2H2FeLiO2
Method: DFT, wB97M-V/def2-TZVPD

Net charge: +1
Frontier orbital gap (spin up / spin down) in eV: 7.3 / 7.2
Highest occupied orbital energy (spin up / spin down) in eV: -12.9745 / -13.0330
Energy above the lowest of the compared OMol25 structures with the same formula, charge and spin in eV: 0.000
Expectation value of S²: 6.02
Spin multiplicity: 5
LUMO energy (spin up / spin down) in eV: -5.7 / -5.8

CARTESIAN COORDINATES (ANGSTROEM)
O 0.65786 -1.25686 -0.28915
C -0.39496 -0.66860 0.35436
C -0.40235 0.69039 0.36874
O 0.66212 1.31964 -0.19899
Li -0.07749 -0.10171 -1.76571
Fe 2.01877 0.02006 0.08752
H -1.23055 -1.28761 0.68720
H -1.23339 1.28468 0.75602

=====

(3)
Molecular formula: CHF3N2O
Method: DFT, wB97M-V/def2-TZVPD

SMILES: F/N=N\F.O=CF
Frontier orbital gap in eV: 12.3
Highest occupied orbital energy in eV: -11.9600
Energy above the lowest of the compared OMol25 structures with the same formula, charge and spin in eV: 3.104
LUMO energy in eV: 0.3

CARTESIAN COORDINATES (ANGSTROEM)
C -1.49686 -0.11512 0.35562
N 1.75352 -0.62652 -0.19728
N 1.91575 0.43169 0.19800
O -1.74113 -1.23634 0.09050
F 0.89633 -0.96065 -1.18142
F -1.19927 0.30335 1.60450
F 1.16392 1.43842 -0.38335
H -1.29226 0.76517 -0.48656

=====

(4)
Molecular formula: C3H5NO2S
Method: DFT, wB97M-V/def2-TZVPD

SMILES: N=[S@]1(=O)C=COC1
Frontier orbital gap in eV: 10.5
Highest occupied orbital energy in eV: -9.5987
Energy above the lowest of the compared OMol25 structures with the same formula, charge and spin in eV: 3.415
LUMO energy in eV: 0.9

CARTESIAN COORDINATES (ANGSTROEM)
C 1.43175 -0.75606 -0.16084
C 0.29973 -1.41864 -0.10760
C 0.22831 1.21820 -0.39932
N -1.70870 0.15358 1.25298
O -1.94380 -0.16867 -1.28630
O 1.47187 0.60047 -0.26054
S -1.09719 -0.05581 -0.12292
H 2.43277 -1.16807 -0.14595
H 0.09429 -2.45699 0.00424
H 0.10506 2.00434 0.34486
H 0.10030 1.59796 -1.41469
H -2.70970 0.06652 1.27872

=====

(5)
Molecular formula: C6H25FeN12O7
Method: DFT, wB97M-V/def2-TZVPD

Net charge: +1
Frontier orbital gap (spin up / spin down) in eV: 7.1 / 7.1
Highest occupied orbital energy (spin up / spin down) in eV: -11.7992 / -11.7989
Expectation value of S²: 6.01
Spin multiplicity: 5
LUMO energy (spin up / spin down) in eV: -4.7 / -4.7

CARTESIAN COORDINATES (ANGSTROEM)
Fe 1.39520 1.93991 -0.41637
O -0.11832 0.88256 0.09581
H -0.63825 0.96559 0.89788
C 0.45878 -2.42494 -1.79008
O 0.87565 -3.51819 -2.16588
N -0.56957 -1.73439 -2.32454
N 1.06033 -1.77804 -0.75350
H -1.30582 -2.22234 -2.80711
H -0.82763 -0.82001 -1.99271
H 1.79338 -2.29660 -0.30532
H 0.63307 -0.93101 -0.41234
C -1.56411 -1.95532 2.50161
O -0.46375 -1.53518 2.91987
N -1.97698 -1.63613 1.25224
N -2.22899 -2.95003 3.10244
H -2.89322 -1.98109 1.01072
H -1.61959 -0.79366 0.85480
H -1.82278 -3.55380 3.79295
H -3.14210 -3.18397 2.75312
C -2.90882 1.49365 -2.41445
O -3.92356 1.43539 -3.09818
N -1.65269 1.58334 -2.93258
N -2.92877 1.56720 -1.08118
H -0.83264 1.75656 -2.37286
H -1.58967 1.65637 -3.93370
H -3.70239 1.61488 -0.44293
H -2.07357 1.47577 -0.55503
C 1.60587 0.94646 -3.55640
O 1.37854 1.22500 -2.36394
N 1.90828 -0.29569 -3.93339
N 1.58066 1.81363 -4.60539
H 2.30788 -0.44020 -4.84377
H 2.20782 -0.90364 -3.18086
H 1.68469 1.75711 -5.60155
H 1.26405 2.71894 -4.28121
C -1.20281 1.73360 4.43658
O -1.42830 1.04942 5.42275
N -0.82624 1.30616 3.21300
N -1.37261 3.09891 4.46594
H -0.65684 1.92734 2.45125
H -0.83477 0.27418 3.15976
H -0.89673 3.69139 3.81405
H -1.87376 3.48901 5.24436
C 3.24017 -0.42472 1.10225
O 2.76919 0.59885 0.55396
N 2.54528 -1.22489 1.91453
N 4.52813 -0.77354 0.95947
H 3.04666 -1.92781 2.42195
H 1.57339 -0.96653 2.04923
H 4.96983 -1.50978 1.47566
H 5.04845 -0.21969 0.29914

=====

(6)
Molecular formula: C4H12O2
Method: DFT, wB97M-V/def2-TZVPD

SMILES: CC[C@H](C)O.O
Frontier orbital gap in eV: 10.7
Highest occupied orbital energy in eV: -10.0771
Energy above the lowest of the compared OMol25 structures with the same formula, charge and spin in eV: 0.377
LUMO energy in eV: 0.6

CARTESIAN COORDINATES (ANGSTROEM)
O -1.20301 0.03281 0.41909
C 1.60775 -0.62342 0.41799
C -0.21576 1.54810 1.62469
C 1.10320 0.64373 -0.27640
C -0.26366 1.09025 0.20693
H -1.22063 -0.63400 -0.29885
H 0.71380 -1.26940 0.40466
H 1.91108 -0.46412 1.46643
H 2.42517 -1.14303 -0.10968
H 0.17987 0.81659 2.34925
H -1.26250 1.77421 1.88895
H 0.37526 2.47607 1.70326
H 1.81044 1.49115 -0.19196
H 0.99844 0.39854 -1.35080
H -0.73559 1.90315 -0.38159
O -1.91796 -2.49863 -2.30242
H -2.42602 -2.08722 -3.03785
H -1.87988 -3.45478 -2.53173